C4H3ClO | the ωB97M-V functional and the def2-TZVPD basis

Results
* HOMO level: -9.592 eV
* calculated total energy: -689.45404 Eh
* energy above the lowest of the compared OMol25 structures with the same formula, charge and spin: 107.2 kcal per mole
* gap between HOMO and LUMO: 9.83 eV
* E_LUMO: 0.0089 hartree

Structure (ORCA input):
```
! wB97M-V def2-TZVPD RIJCOSX def2/J DEFGRID3
* xyz 0 1
C -2.796 2.023 1.609
C -1.266 1.617 1.124
C -0.041 -0.434 0.250
C -0.283 0.874 0.071
O -2.204 1.022 2.105
Cl -0.105 2.581 2.061
H 0.749 -0.830 -0.447
H -0.404 -0.793 1.163
H 0.273 1.508 -0.644
*
```

Atom charges from the natural (NBO) analysis, given in e for atoms 1 to 4: C 0.411; C -0.018; C -0.399; C -0.190

---

C4H3ClO2 | the ωB97M-V functional and the def2-TZVPD basis

Results
* HOMO level (spin up / spin down): -9.079 / -8.844 eV
* calculated total energy: -764.72349 Eh
* energy above the lowest of the compared OMol25 structures with the same formula, charge and spin: 97.5 kcal per mole
* gap between HOMO and LUMO (spin up / spin down): 7.24 / 7.48 eV
* E_LUMO (spin up / spin down): -0.0675 / -0.0502 hartree

Structure (ORCA input):
```
! wB97M-V def2-TZVPD RIJCOSX def2/J DEFGRID3
* xyz 0 1
C -0.494 -0.878 0.092
C 0.400 -1.493 -0.864
C -0.276 0.478 0.356
C 0.661 1.251 -0.354
O 1.461 -1.096 -1.348
O -1.084 1.165 1.094
Cl 1.298 2.605 0.440
H -1.178 -1.624 0.641
H -0.080 -2.448 -1.368
H -0.707 2.042 1.312
*
```

Atom charges from the natural (NBO) analysis, given in e for atoms 1 to 4: C -0.334; C 0.361; C 0.175; C 0.032

---

C4H3CoFO5 | the ωB97M-V functional and the def2-TZVPD basis

Results
* HOMO level (spin up / spin down): -19.729 / -19.853 eV
* calculated total energy: -2012.30436 Eh
* gap between HOMO and LUMO (spin up / spin down): 11.92 / 9.29 eV
* E_LUMO (spin up / spin down): -0.2868 / -0.3882 hartree

Structure (ORCA input):
```
! wB97M-V def2-TZVPD RIJCOSX def2/J DEFGRID3
* xyz 2 4
O 4.013 -0.553 0.320
C 5.157 -0.793 0.333
O 6.278 -1.016 0.353
O 0.618 0.338 -0.216
C -3.763 -0.366 0.009
C -0.571 0.295 0.352
O -4.612 -1.117 0.062
O -3.005 0.555 -0.084
C -1.593 0.625 -0.728
Co 2.205 -0.134 -0.005
F -0.706 1.277 1.347
H -0.861 -0.667 0.853
H -1.617 -0.106 -1.539
H -1.543 1.663 -1.059
*
```

Atom charges from the natural (NBO) analysis, given in e for atoms 1 to 4: O -0.744; C 1.124; O -0.294; O -0.814

---

C4H3F | the ωB97M-V functional and the def2-TZVPD basis

Results
* HOMO level: -9.636 eV
* calculated total energy: -253.87979 Eh
* energy above the lowest of the compared OMol25 structures with the same formula, charge and spin: 67.0 kcal per mole
* gap between HOMO and LUMO: 10.02 eV
* SMILES: C#CC(=C)F
* E_LUMO: 0.0142 hartree

Structure (ORCA input):
```
! wB97M-V def2-TZVPD RIJCOSX def2/J DEFGRID3
* xyz 0 1
C -0.285 -0.346 0.419
C -0.339 -0.748 1.643
C 0.180 0.953 -0.246
C 1.000 1.675 -1.081
H -0.484 0.311 2.018
H -0.470 -1.836 1.983
H 1.293 2.297 -2.056
F -0.409 -1.108 -0.706
*
```

Atom charges from the natural (NBO) analysis, given in e for atoms 1 to 4: C 0.333; C -0.493; C -0.101; C -0.222

---

C4H3F2O3P | the ωB97M-V functional and the def2-TZVPD basis

Results
* HOMO level (spin up / spin down): 0.227 / 0.227 eV
* calculated total energy: -921.00293 Eh
* energy above the lowest of the compared OMol25 structures with the same formula, charge and spin: 0.0 kcal per mole
* gap between HOMO and LUMO (spin up / spin down): 6.66 / 5.89 eV
* SMILES: C#CCC(F)(F)P(=O)([O-])[O-]
* E_LUMO (spin up / spin down): 0.2531 / 0.2246 hartree

Structure (ORCA input):
```
! wB97M-V def2-TZVPD RIJCOSX def2/J DEFGRID3
* xyz -2 1
C -1.722 0.441 -0.415
C -0.610 0.203 0.011
C 0.613 -0.346 0.446
C 0.819 -2.132 0.400
O 3.231 -1.546 -0.678
O 2.943 -3.788 0.507
O 2.983 -1.605 1.875
F 0.022 -2.318 1.499
F -0.025 -2.629 -0.586
P 2.718 -2.299 0.519
H -2.630 0.475 -0.909
H 1.504 0.067 -0.113
H 0.893 -0.390 1.560
*
```

Atom charges from the natural (NBO) analysis, given in e for atoms 1 to 4: C -0.417; C 0.081; C -0.667; C 0.416

---

C4H3F3IrNO6S2 | the ωB97M-V functional and the def2-TZVPD basis

Results
* HOMO level (spin up / spin down): -7.929 / -9.187 eV
* calculated total energy: -1860.21984 Eh
* gap between HOMO and LUMO (spin up / spin down): 6.19 / 6.96 eV
* E_LUMO (spin up / spin down): -0.0640 / -0.0818 hartree

Structure (ORCA input):
```
! wB97M-V def2-TZVPD RIJCOSX def2/J DEFGRID3
* xyz 0 5
N -0.461 -1.601 1.874
S 1.103 -1.625 1.323
O 2.102 -1.729 2.389
O 1.373 -1.556 -0.150
S -1.775 -1.673 1.013
O -1.408 -1.189 -0.363
O -2.463 -2.726 1.781
C -3.312 -0.560 0.972
F -3.970 -0.685 -0.171
F -4.191 -0.794 1.933
F -2.914 0.696 1.111
Ir 0.149 -0.537 -1.209
C 2.815 1.580 -0.397
O 1.562 0.913 -0.481
C 0.706 1.153 -1.969
C 0.699 2.095 -2.851
O 0.637 2.958 -3.680
H 3.077 1.641 0.665
H 3.540 1.029 -1.012
H 2.731 2.608 -0.778
*
```

Atom charges from the natural (NBO) analysis, given in e for atoms 1 to 4: N -1.049; S 1.893; O -0.771; O -0.889

---

C4H3F3O | the ωB97M-V functional and the def2-TZVPD basis

Results
* HOMO level: -9.392 eV
* calculated total energy: -528.84495 Eh
* energy above the lowest of the compared OMol25 structures with the same formula, charge and spin: 115.9 kcal per mole
* gap between HOMO and LUMO: 10.25 eV
* E_LUMO: 0.0317 hartree

Structure (ORCA input):
```
! wB97M-V def2-TZVPD RIJCOSX def2/J DEFGRID3
* xyz 0 1
C -1.398 1.831 -1.505
C -1.559 1.512 -0.363
C 1.226 -0.798 1.633
C 0.654 -1.426 0.422
O 0.897 -0.070 0.088
F 2.552 -0.919 1.631
F 1.240 -2.255 -0.442
F -0.654 -1.711 0.424
H -1.223 2.089 -2.508
H 0.062 0.468 -0.017
H -1.796 1.279 0.636
*
```

Atom charges from the natural (NBO) analysis, given in e for atoms 1 to 4: C -0.158; C -0.316; C 0.243; C 0.753

---

C4H3F3O | the ωB97M-V functional and the def2-TZVPD basis

Results
* HOMO level: -9.438 eV
* calculated total energy: -528.86921 Eh
* energy above the lowest of the compared OMol25 structures with the same formula, charge and spin: 100.7 kcal per mole
* gap between HOMO and LUMO: 9.22 eV
* SMILES: FC=C(F)F.C=C=O
* E_LUMO: -0.0079 hartree

Structure (ORCA input):
```
! wB97M-V def2-TZVPD RIJCOSX def2/J DEFGRID3
* xyz 0 1
C 0.218 1.293 0.938
C -0.981 0.749 0.688
C -0.148 -0.852 -1.124
C 0.870 -1.316 -0.438
O -2.021 0.695 0.154
F -0.161 -0.080 -2.250
F 2.020 -0.579 -0.188
F 0.583 -1.955 0.713
H 0.234 2.466 0.980
H -1.194 -1.295 -1.105
H 0.580 0.874 1.632
*
```

Atom charges from the natural (NBO) analysis, given in e for atoms 1 to 4: C -0.724; C 0.709; C 0.123; C 0.608

---

C4H3F3O4P | the ωB97M-V functional and the def2-TZVPD basis

Results
* HOMO level: -4.541 eV
* calculated total energy: -1096.25620 Eh
* energy above the lowest of the compared OMol25 structures with the same formula, charge and spin: 0.0 kcal per mole
* gap between HOMO and LUMO: 8.16 eV
* E_LUMO: 0.1328 hartree

Structure (ORCA input):
```
! wB97M-V def2-TZVPD RIJCOSX def2/J DEFGRID3
* xyz -1 1
C 0.401 0.913 -0.093
C -0.689 0.239 0.197
C 1.746 0.218 0.278
C -2.074 0.781 -0.030
O 1.088 -2.716 1.420
O 0.360 -2.102 -1.106
O -0.704 -0.920 0.880
O 2.588 0.345 -0.783
F -2.027 1.740 -0.893
F -3.017 -0.130 -0.564
F -2.616 1.174 1.142
P 0.653 -1.780 0.341
H 0.259 1.820 -0.607
H 2.069 0.534 1.224
H 1.962 -0.116 -1.406
*
```

Atom charges from the natural (NBO) analysis, given in e for atoms 1 to 4: C -0.310; C 0.195; C -0.171; C 0.949

---

C4H3F3S | the ωB97M-V functional and the def2-TZVPD basis

Results
* HOMO level: -8.919 eV
* calculated total energy: -851.94362 Eh
* energy above the lowest of the compared OMol25 structures with the same formula, charge and spin: 0.8 kcal per mole
* gap between HOMO and LUMO: 9.74 eV
* SMILES: F/C=C\SC=C(F)F
* E_LUMO: 0.0301 hartree

Structure (ORCA input):
```
! wB97M-V def2-TZVPD RIJCOSX def2/J DEFGRID3
* xyz 0 1
C 1.983 -0.643 0.176
C 1.424 0.009 -0.839
C -1.157 -0.175 0.070
C -2.064 0.767 0.295
H 2.947 -0.511 0.555
H 2.001 0.722 -1.375
H -1.049 -0.964 0.787
F 1.313 -1.572 0.889
F -2.843 0.795 1.353
F -2.321 1.794 -0.484
S -0.235 -0.222 -1.425
*
```

Atom charges from the natural (NBO) analysis, given in e for atoms 1 to 4: C 0.239; C -0.455; C -0.564; C 0.769

---

Largest force on an atom (eV/A)
3.7, 3.5, 3.4, 8.7, 5.0, 5.8, 1.7, 12.7, 5.3, 1.8